Entry from OMol25: CH4FNP2 in the gas phase (ωB97M-V/def2-TZVPD).

Each line ends with the Mulliken charge.
Element x y z (Å)
H 0.75512 1.91869 -1.08095  0.27
N 0.82396 2.12331 -0.12593  -0.53
C 0.43476 1.14044 0.50168  0.49
F 0.54932 1.07026 1.80788  -0.22
P -0.07863 -0.65566 -0.19819  -0.13
P -1.77447 -1.90562 -0.73249  -0.06
H 0.82331 -1.12696 0.74256  0.12
H 0.69523 -0.97173 -1.38917  0.11
H -2.22860 -1.59273 0.47461  -0.04

Its total charge is 0. The calculation puts the LUMO energy at -0.2467 eV. The HOMO energy comes out at -8.0 eV. For the HOMO-LUMO gap, the calculation gives 7.7 eV. For the energy relative to the best compared isomer or geometry (same formula, charge and spin), the calculation gives 72.0 kcal per mole. As for the SMILES: [H]/N=C(/F)[PH2]=P.